This record from the Open Molecules 2025 dataset describes a cluster of 2 separate species, C3H2FO3 in total. The level of theory is the ωB97M-V functional and the def2-TZVPD basis.

- frontier orbital gap (eV) = 7.491
- LUMO (eV) = 4.08

```
! wB97M-V def2-TZVPD RIJCOSX def2/J DEFGRID3
* xyz -1 1
C -1.617 0.213 1.357
C 1.830 -0.074 -0.994
C -0.876 -0.324 0.209
O -1.269 1.167 0.489
O -1.894 0.061 2.502
O 2.867 0.323 -0.488
F -1.850 -0.827 -0.631
H 1.495 -1.156 -0.936
H 1.314 0.617 -1.508
*
```